1.
C3H8N2OS | wB97M-V/def2-TZVPD

The geometry in XYZ format:
```
15
C3H8N2OS | the OMol25 dataset | wB97M-V/def2-TZVPD
C 1.23605 1.75840 -0.72550
C 0.36326 0.70942 -1.32970
C 0.14375 -1.40323 1.18331
H 0.47074 2.72522 -0.31536
H 1.56990 1.24978 0.40875
H 2.37016 1.81681 -1.51157
H 0.70243 -0.11076 -1.94451
H -0.42679 1.08978 -1.83170
H 0.81668 -2.26440 1.48913
H -1.38631 -1.44445 2.85450
H -2.30627 -0.50787 -0.52630
N 0.48162 -0.89627 0.06915
N -1.15491 -1.04371 1.85534
O -0.33740 0.04063 -0.42607
S -2.54292 -1.71935 0.75052
```

Output
- relative energy (zero: lowest compared OMol25 entry of this formula, charge and spin) (kcal per mole) = 193.71
- HOMO-LUMO gap (eV) = 9.2
- total energy (eV) = -19096.10192
- net charge = 0
- E_HOMO (eV) = -8.9712

Löwdin atomic charge list, values in e, 6 entries:
1 C -0.098
2 C -0.438
3 C -0.273
4 H 0.143
5 H 0.118
6 H 0.171

=====

2.
C3H8N2OS | wB97M-V/def2-TZVPD

The geometry in XYZ format:
```
15
C3H8N2OS | the OMol25 dataset | wB97M-V/def2-TZVPD
C -0.65164 1.41900 -0.27504
C -0.42404 -0.01333 -0.17877
N -1.31076 -0.94374 -0.01930
S -2.93814 -0.47693 0.12907
N 0.87387 -0.50895 -0.31894
C 1.97910 0.11092 0.38109
O 0.98033 -1.89853 -0.23168
H 0.18543 1.87953 -0.80934
H -1.55872 1.71576 -0.81113
H -0.66173 1.85881 0.73600
H -3.38921 -1.64889 -0.28824
H 2.86331 -0.42946 0.01678
H 1.87279 -0.03912 1.47296
H 2.09394 1.18696 0.16064
H 0.08546 -2.21205 0.03591
```

Output
- relative energy (zero: lowest compared OMol25 entry of this formula, charge and spin) (kcal per mole) = 70.74
- HOMO-LUMO gap (eV) = 9.0
- total energy (eV) = -19101.43461
- net charge = 0
- E_HOMO (eV) = -8.0668

Löwdin atomic charge list, values in e, 6 entries:
1 C -0.060
2 C -0.494
3 N -0.363
4 S 0.738
5 N -0.203
6 C -0.049

=====

3.
C3H8N2OS | wB97M-V/def2-TZVPD

The geometry in XYZ format:
```
15
C3H8N2OS | the OMol25 dataset | wB97M-V/def2-TZVPD
C 0.13531 -1.14351 -0.45029
C -1.27498 -1.13787 0.03465
C 1.86571 0.51825 -0.27894
N 0.87680 -0.10707 0.32663
N 2.27120 1.61747 0.41839
O -2.25511 1.28684 -0.56128
S -1.97065 0.43619 0.73813
H 0.62378 -2.17488 -0.06177
H 0.31007 -1.09424 -1.55047
H -1.88089 -1.39997 -0.86496
H -1.46480 -1.84710 0.87634
H -2.98064 0.94468 -1.07134
H 0.21323 0.48103 0.83362
H 3.30100 1.88023 0.22068
H 2.22999 1.73996 1.39061
```

Output
- relative energy (zero: lowest compared OMol25 entry of this formula, charge and spin) (kcal per mole) = 89.39
- HOMO-LUMO gap (eV) = 8.4
- total energy (eV) = -19100.62576
- net charge = 0
- E_HOMO (eV) = -7.8958

Löwdin atomic charge list, values in e, 6 entries:
1 C -0.273
2 C -0.435
3 C -0.232
4 N -0.109
5 N 0.000
6 O -0.463

=====

4.
C3H8N2OS | wB97M-V/def2-TZVPD

The geometry in XYZ format:
```
15
C3H8N2OS | the OMol25 dataset | wB97M-V/def2-TZVPD
C 1.98075 0.14459 0.47903
C -0.32062 -0.07014 0.04552
C -0.66694 1.42562 -0.35514
H 2.94907 -0.15665 0.11017
H 2.16335 -0.19508 1.64435
H 1.90889 1.17898 0.26800
H -0.03987 -2.19203 0.10401
H 0.00680 1.73920 -1.20745
H -1.78131 1.34464 -0.68026
H -0.35049 2.52919 0.43222
H -3.59199 -1.55400 -0.69815
N 0.89154 -0.56637 -0.24999
N -1.21655 -1.07315 0.21053
O 0.89967 -2.07206 -0.32665
S -2.83229 -0.48274 0.22383
```

Output
- relative energy (zero: lowest compared OMol25 entry of this formula, charge and spin) (kcal per mole) = 144.52
- HOMO-LUMO gap (eV) = 9.1
- total energy (eV) = -19098.23523
- net charge = 0
- E_HOMO (eV) = -8.5041

Löwdin atomic charge list, values in e, 6 entries:
1 C -0.047
2 C -0.481
3 C -0.086
4 H 0.064
5 H 0.147
6 H 0.052